{"formula": "C42H90B2CrF8NO29", "method": "ωB97M-V/def2-TZVPD", "elements": ["H", "C", "O", "H", "H", "H", "H", "C", "C", "C", "C", "H", "F", "O", "C", "H", "H", "H", "O", "H", "C", "H", "C", "C", "C", "H", "H", "C", "H", "H", "O", "H", "C", "H", "C", "H", "H", "H", "H", "C", "H", "H", "H", "H", "N", "H", "O", "O", "F", "H", "H", "Cr", "H", "H", "O", "F", "C", "O", "C", "H", "H", "C", "H", "H", "C", "C", "O", "H", "H", "H", "H", "O", "O", "H", "H", "O", "O", "H", "H", "H", "C", "H", "C", "C", "H", "C", "C", "H", "C", "H", "C", "C", "O", "H", "H", "H", "C", "C", "H", "C", "C", "O", "F", "H", "O", "O", "H", "H", "H", "H", "B", "H", "H", "H", "O", "O", "C", "F", "H", "H", "C", "O", "H", "H", "H", "C", "H", "O", "C", "C", "H", "H", "H", "C", "H", "H", "F", "H", "H", "O", "O", "C", "H", "H", "H", "H", "O", "H", "B", "O", "H", "H", "C", "H", "F", "O", "F", "O", "O", "H", "H", "H", "H", "H", "C", "C", "H", "H", "H", "H", "H", "O", "C"], "positions_angstrom": [[3.574, -0.727, 4.039], [1.724, 4.368, 3.478], [-0.783, -6.883, -1.594], [1.246, -1.978, -3.218], [-3.307, -5.634, -0.781], [1.456, -1.312, -0.898], [2.034, -2.415, -4.564], [0.979, -6.456, -3.733], [-3.364, -2.262, 2.519], [3.882, 3.464, 3.100], [-0.306, 5.345, 4.449], [-1.859, 4.678, 1.411], [5.481, -0.274, -3.036], [3.928, -5.877, 1.547], [-1.854, -1.308, 4.058], [3.846, -3.934, 1.975], [3.070, -6.629, -3.138], [-0.921, 4.461, 4.282], [2.106, -7.257, 1.112], [-1.958, -0.824, 5.029], [-6.378, -2.368, -2.842], [5.751, 2.550, -3.144], [6.186, 3.161, -2.354], [-4.666, 1.210, 1.560], [-0.060, 1.109, 6.908], [0.152, 2.109, 6.530], [-7.040, -3.480, 1.472], [-6.301, 0.006, -2.460], [-0.623, -2.160, -0.600], [-1.090, 0.968, 7.236], [1.136, 3.686, 2.635], [-1.021, 8.236, 1.044], [-6.882, -4.574, -3.406], [-1.286, 7.931, -0.581], [0.414, -4.993, 0.916], [5.680, -4.626, 3.205], [-1.054, -0.588, -1.433], [-1.552, 3.542, -5.011], [-6.989, -4.933, -2.382], [5.867, -4.661, 2.132], [-1.343, 2.407, -3.730], [2.273, -5.870, -1.915], [0.609, 0.909, 7.745], [0.356, -3.177, -4.230], [-0.319, 2.722, 0.441], [-5.565, -1.731, 0.596], [-6.833, -1.131, -3.150], [-4.765, 4.030, -0.442], [3.400, -0.971, -2.591], [-4.380, 0.437, 0.846], [-4.331, 1.072, -2.401], [2.539, 1.000, -2.476], [-3.365, 5.296, -1.066], [1.111, -1.853, 1.362], [2.969, 4.342, 3.693], [3.817, 0.583, -4.103], [5.280, 1.785, -0.601], [0.066, -1.358, -4.807], [-4.949, 0.477, -3.073], [4.632, -2.588, 5.022], [-1.921, -5.049, -0.263], [1.588, -0.009, 5.479], [-2.654, 2.073, -4.799], [6.617, -3.882, 1.992], [-0.439, 6.117, 0.449], [-1.735, 5.722, 1.122], [-3.192, -1.433, 3.605], [-0.189, -5.738, 1.434], [4.607, -0.973, -0.564], [5.852, 4.264, 3.526], [-0.537, 5.844, 5.390], [-4.906, 2.461, 1.071], [-2.021, -5.193, -2.332], [3.234, -3.077, 5.942], [-0.619, 6.040, 3.669], [-0.591, 0.450, -5.578], [1.775, -4.936, 1.191], [-3.056, -3.882, -0.872], [-6.481, -3.922, -0.192], [-4.261, -0.355, -3.222], [4.494, -4.579, 1.381], [-3.691, 4.055, -2.140], [-0.598, -1.071, -0.569], [-6.187, -3.723, 0.838], [-5.097, 0.869, -4.080], [-0.651, 1.840, -5.837], [3.002, -1.571, 4.423], [3.922, 2.551, 3.693], [5.070, -1.171, 0.403], [-1.169, -0.695, 0.280], [-4.213, 4.794, -1.532], [-5.273, 5.760, -2.067], [-5.519, -2.651, -1.993], [0.238, 5.996, 1.294], [0.079, 1.994, -0.135], [5.623, 4.021, -1.989], [-4.086, 3.037, 0.213], [-1.644, 2.482, -4.775], [-6.178, 5.404, -2.559], [4.958, 0.154, 1.145], [-0.585, 7.679, 0.215], [4.202, 1.665, -1.133], [0.888, 3.019, -2.476], [6.389, -5.608, 1.996], [1.678, -1.153, 4.727], [1.029, 0.604, -3.934], [-0.100, -4.064, 1.160], [-1.797, 6.316, 2.033], [4.657, -2.048, 0.901], [3.914, 0.467, 1.116], [4.319, -0.602, -3.573], [0.856, -7.500, -3.445], [6.124, -1.390, 0.233], [0.316, 2.337, -5.777], [-0.007, 5.401, -0.667], [1.156, 0.779, -0.854], [0.301, -0.017, -4.740], [2.571, 4.256, -1.696], [-3.843, 1.324, 2.266], [2.586, -4.960, -3.364], [-5.114, -2.645, 0.982], [1.120, 5.237, 4.431], [0.326, -5.088, -0.166], [-5.882, -4.668, -3.829], [-5.846, -4.723, 1.106], [-2.609, -4.853, -1.085], [5.114, 4.831, 1.953], [-2.480, -2.864, 1.888], [2.245, -5.930, -3.003], [-0.994, -6.038, -2.463], [-4.252, -2.924, 0.375], [5.816, 3.213, 2.224], [-7.496, -5.056, -4.167], [2.610, -6.118, 1.288], [-0.321, 3.602, -0.054], [-1.251, 2.550, 0.789], [1.727, 4.703, -3.751], [-1.147, -0.711, 3.482], [-4.924, 6.603, -2.663], [-7.141, -3.178, -3.534], [6.305, 2.447, -1.139], [0.908, -0.533, -0.368], [-2.599, 5.895, 0.480], [-1.337, -2.260, 4.172], [3.317, 3.109, 2.238], [-5.631, 6.286, -1.182], [-4.688, -2.386, 2.270], [2.928, -2.254, 3.576], [2.021, 3.721, -2.799], [5.753, 1.073, 0.423], [2.380, -0.639, 1.283], [0.248, 8.251, -0.194], [1.003, -2.299, -4.230], [5.330, 0.066, 2.166], [4.312, -1.616, -4.474], [-3.020, 2.648, -0.100], [2.872, 2.825, -3.320], [0.254, 0.218, 5.890], [2.449, 0.756, 5.728], [-5.535, 0.903, 2.142], [-6.137, -0.103, -1.388], [0.726, -0.177, 1.670], [-7.080, 0.762, -2.561], [4.601, -4.328, 0.326], [5.228, 4.016, 2.668], [3.758, -2.205, 5.548], [0.287, 2.885, 1.233], [7.172, 3.562, -2.593], [1.154, -6.291, -4.796], [-0.887, 2.124, -6.863], [4.015, -1.449, 6.289], [-0.163, -5.688, -3.558], [1.333, -0.834, 1.047]], "forces_ev_per_a": [[-0.1, 0.3, 0.1], [-3.9, -0.5, -0.4], [0.3, 1.0, -2.5], [-0.6, -0.1, 0.4], [-0.7, 0.1, -0.6], [0.6, 0.1, -1.0], [-0.4, 0.2, -1.5], [2.3, -0.1, 0.2], [1.3, -1.1, -0.7], [-0.9, -2.0, -2.1], [-0.2, 1.2, -0.6], [0.5, -0.3, 0.1], [2.7, -0.1, 1.1], [-2.2, -1.2, -0.7], [1.0, 0.0, 1.1], [0.1, 0.6, -0.7], [0.0, -0.2, -0.6], [0.6, -0.5, 0.3], [2.4, 4.2, 1.0], [0.1, -0.2, -0.1], [0.9, 1.2, 2.2], [-0.1, 0.3, 0.1], [-0.7, 1.1, 0.7], [1.3, -1.3, 1.8], [1.4, 0.9, 0.5], [-0.4, 0.3, 0.4], [-0.2, -0.1, -0.2], [1.4, 1.0, -0.2], [-0.1, 0.1, -0.1], [0.1, 0.0, -0.4], [0.5, 1.4, 1.9], [0.3, -0.1, 0.6], [1.0, 0.3, -1.3], [-0.6, -0.8, -0.3], [-1.4, -0.3, -1.1], [-0.3, -0.1, 0.1], [0.2, -0.3, -0.3], [-0.7, 0.2, 0.2], [0.0, 0.0, -0.3], [-0.3, -0.2, 0.4], [0.7, -0.3, -0.2], [-1.0, 0.0, 0.2], [-0.1, 0.2, 0.3], [0.8, -0.3, 0.1], [-0.2, 0.0, 1.4], [0.3, 0.2, -0.1], [0.6, -0.5, 0.6], [-1.2, -0.9, 1.8], [-0.9, -0.8, 1.7], [-0.1, 0.2, -0.4], [-0.6, 0.7, -0.1], [-2.1, -0.3, 2.1], [-0.1, 0.7, -0.5], [-0.1, -0.2, -0.2], [2.5, 2.3, 2.4], [-0.8, 1.3, -1.0], [0.9, -1.1, -2.1], [2.0, 0.9, -0.2], [-0.3, -1.0, -0.1], [0.5, 0.0, 0.5], [0.7, 0.5, -0.2], [-2.9, -0.4, 0.0], [-0.1, 0.2, -0.6], [-0.4, 0.3, -0.7], [0.9, 0.3, -1.8], [-1.1, -0.3, -0.1], [-0.4, -1.3, -2.3], [0.6, -0.6, -0.1], [-0.1, -0.6, 0.0], [-0.2, 0.6, 0.1], [0.0, -0.4, 0.1], [-1.9, 2.1, -0.7], [0.2, 1.6, -2.1], [-0.1, 0.2, 0.3], [0.1, 0.0, -0.1], [0.5, 0.5, -1.3], [4.1, -1.3, 1.5], [0.4, 0.2, -1.5], [-0.1, 0.9, 0.0], [-0.3, -0.6, 0.0], [1.2, 0.2, 1.5], [-0.5, 0.2, -0.9], [1.2, 1.7, 0.6], [0.3, -0.7, 0.7], [0.1, 0.5, 0.3], [-0.7, 2.0, 2.3], [0.4, 0.4, -0.9], [0.4, 0.2, 0.6], [0.3, 0.3, -0.2], [-0.3, -0.3, 0.3], [1.5, -0.6, 0.5], [-0.1, 0.5, 0.9], [-1.8, 0.5, -2.3], [1.1, 0.2, 0.5], [0.5, -1.1, -0.9], [-0.7, 0.2, -1.3], [-2.4, 1.5, -2.4], [1.2, 0.1, -1.1], [0.3, -0.7, 0.0], [-0.9, -1.1, -0.5], [-0.4, 0.1, -0.7], [-0.3, 0.1, 0.8], [-1.5, -0.9, 0.3], [-0.2, -0.1, -0.5], [-1.2, 1.4, 1.4], [-1.9, -1.9, -2.9], [0.7, 0.4, 0.3], [-0.5, 0.1, 0.1], [-0.4, 0.3, 0.0], [0.1, 0.3, 0.3], [-0.4, -0.7, -0.9], [-0.4, 0.0, -0.3], [0.1, 0.0, -0.1], [0.3, -0.4, 0.8], [-1.5, 0.3, 1.8], [0.5, -1.5, 0.0], [0.3, -0.6, 2.3], [1.1, 0.8, 1.6], [0.2, -0.6, 0.2], [-0.2, 0.0, -0.2], [-0.4, -0.8, -2.5], [1.1, -2.1, -1.7], [-0.3, -0.4, 0.0], [0.3, -0.6, 0.7], [0.3, 0.0, 0.6], [0.4, -2.4, 2.3], [0.1, 0.0, 0.2], [-2.0, 1.8, 1.8], [0.3, 0.0, 0.1], [1.1, 0.0, 2.4], [-0.1, 0.3, -0.1], [-0.4, -0.2, -0.4], [-0.5, 0.0, 0.6], [-3.5, -1.7, -1.2], [0.2, 2.1, -1.4], [-0.2, -0.3, -0.3], [0.1, 0.0, -0.4], [-0.6, 0.3, -0.6], [0.7, -0.5, -0.2], [-0.6, -0.5, -0.1], [0.8, -1.2, 1.8], [-0.6, -1.0, -1.6], [-0.1, 0.5, 0.1], [-0.4, -0.2, 0.1], [0.4, -0.1, -0.6], [-0.2, -0.1, 0.2], [0.9, 0.7, 2.4], [-0.4, -0.1, 0.1], [-2.2, 3.2, 0.2], [0.8, 1.4, 0.5], [0.0, 0.0, -0.3], [0.8, -0.5, 0.5], [-0.8, 0.4, 1.7], [0.1, 0.5, -0.1], [0.5, -0.7, -1.1], [2.2, -0.8, -0.2], [2.9, -1.5, -2.3], [1.3, -3.1, -2.4], [1.4, 0.6, 0.4], [0.0, 0.0, -0.3], [-0.3, -0.8, 0.0], [0.1, 0.1, 0.6], [0.1, 0.0, -0.2], [-0.3, 0.1, 0.1], [-0.1, -0.2, 0.8], [-0.1, -0.2, -0.5], [0.4, 0.0, 0.2], [0.1, -0.6, 0.0], [0.3, -0.7, -0.1], [-0.9, -1.1, -0.1], [0.1, -0.4, 0.2], [-3.7, 0.0, 2.8], [-0.5, 0.9, 1.0]], "mulliken_charge": [0.119, 0.717, -0.591, -0.245, 0.356, -0.428, 0.292, -0.413, 0.828, 0.553, -0.556, 0.002, -0.303, -0.299, -0.539, -0.618, 0.426, 0.231, -0.635, 0.230, 0.676, 0.114, -0.632, -0.420, -0.679, 0.234, 0.352, 0.052, 0.259, 0.206, -0.793, 0.394, -0.609, 0.425, -0.259, 0.333, 0.323, 0.429, 0.244, -1.387, -0.129, -0.075, 0.306, 0.311, 2.411, -0.058, -0.360, -0.386, -0.263, 0.019, 0.208, 1.468, -0.183, -0.023, -0.373, -0.229, 0.412, -0.409, -0.919, 0.358, -0.069, 0.609, 0.220, 0.353, 1.199, -1.349, -0.387, 0.384, -0.305, 0.368, 0.356, -0.470, -0.335, 0.326, 0.161, -0.397, -0.001, -0.243, 0.060, 0.317, 0.968, 0.034, -1.522, -1.294, 0.339, -0.440, 0.606, 0.107, -0.117, 0.282, 0.968, -1.527, -0.376, -0.433, -0.911, 0.349, 0.494, -0.414, 0.335, 0.419, -1.759, 0.565, -0.196, 0.384, -0.191, 0.333, -0.054, 0.570, -0.299, -0.210, -0.023, 0.435, 0.513, 0.163, -0.682, -0.471, 0.488, -0.382, 0.386, 0.148, 1.357, -0.425, 0.004, 0.300, 0.407, 0.103, 0.335, -0.448, -0.629, 0.723, -0.443, 0.307, 0.238, 0.457, -0.178, 0.424, -0.326, 0.148, 0.391, -0.381, -0.471, 0.841, 0.159, 0.370, -0.109, 0.339, -0.449, -0.178, -0.478, -0.472, -1.087, 0.411, -0.160, 0.302, -0.363, -0.351, 0.000, -0.119, -0.568, 0.299, -0.002, 0.126, 0.316, 0.364, -1.326, -1.458, 0.352, 0.270, 0.306, 0.448, 0.369, -0.258, 0.354], "fmax_ev_per_a": 5.0, "homo_lumo_gap_ev": 5.32, "homo_ev": -3.5, "charge": -1, "s2": 6.007, "total_energy_ha": -5784.5605, "multiplicity": 5}